No. 1
C17H29MnSe3Te | the ωB97M-V functional and the def2-TZVPD basis

Frontier orbital gap (spin up / spin down), eV: 6.218 / 6.323
E_HOMO (spin up / spin down), eV: -3.62 / -3.80
LUMO (spin up / spin down), eV: 2.59 / 2.52
Total charge: -1
Energy, Eh: -9288.63194
ΔE to the lowest compared entry with this formula, charge and spin, kcal per mole: 7.60
Multiplicity: 6
Maximum force, eV/Å: 1.4

The geometry in XYZ format:
```
51
Properties=species:S:1:pos:R:3:forces:R:3
Mn -0.1510 0.1122 0.3194 1.00 0.79 0.50
C 0.8565 0.9531 2.3535 0.24 0.52 -0.28
C 1.9227 0.3356 1.6201 -0.06 0.38 0.08
C 2.1809 1.1749 0.4792 -0.31 0.17 0.38
C 1.1761 2.1963 0.4883 0.30 0.03 0.57
C 0.4162 2.1142 1.6804 0.17 -0.42 -0.14
C -0.4928 3.1919 2.2215 -0.11 0.03 -0.03
C -1.3831 3.7726 1.1191 0.04 -0.19 0.09
C -1.3986 2.6513 3.3292 0.08 -0.07 -0.22
C 0.4107 4.2949 2.7917 -0.12 -0.08 -0.03
C 3.3464 1.2675 -0.5019 0.02 -0.09 -0.27
C 4.7031 1.1720 0.2136 -0.24 -0.05 -0.06
C 3.2235 0.2255 -1.6162 -0.05 0.03 0.11
C 3.3666 2.6428 -1.1973 -0.04 -0.18 0.10
C 2.5442 -0.9255 2.2268 0.05 -0.11 0.05
C 3.2127 -1.8782 1.2338 -0.12 0.14 -0.04
C 3.5605 -0.5042 3.2989 -0.14 -0.08 -0.13
C 1.4228 -1.7523 2.9003 -0.12 0.15 -0.38
H 0.5716 0.6837 3.3587 -0.27 -0.22 -0.16
H 1.1621 3.0498 -0.1712 -0.12 -0.12 -0.11
H -2.0434 2.9963 0.7309 -0.02 0.02 -0.09
H -0.7921 4.1670 0.2964 0.06 0.06 -0.12
H -2.0016 4.5770 1.5164 -0.04 0.13 0.05
H -1.9674 1.7971 2.9631 -0.05 -0.07 0.05
H -2.1049 3.4174 3.6425 -0.06 0.14 0.10
H -0.8205 2.3379 4.1947 0.06 -0.06 0.15
H 1.0329 4.7182 2.0062 0.08 0.07 -0.09
H 1.0685 3.8798 3.5534 0.07 -0.01 0.10
H -0.1825 5.0933 3.2360 -0.09 0.13 0.07
H 4.8805 0.1959 0.6472 0.04 -0.04 0.11
H 4.7546 1.9196 1.0043 0.04 0.04 0.09
H 5.5015 1.3711 -0.5013 0.11 -0.01 -0.05
H 3.2673 -0.7879 -1.2333 0.02 -0.15 0.02
H 4.0113 0.3604 -2.3552 0.15 -0.03 -0.15
H 2.2564 0.3453 -2.1083 0.04 -0.03 -0.09
H 3.3950 3.4505 -0.4676 -0.05 0.09 0.02
H 2.5079 2.7728 -1.8522 -0.11 0.07 -0.02
H 4.2644 2.7140 -1.8113 0.05 -0.02 -0.08
H 4.0479 -1.4264 0.7131 0.10 0.00 -0.07
H 2.4840 -2.2104 0.4979 -0.01 -0.07 -0.09
H 3.5863 -2.7548 1.7641 0.05 -0.05 0.08
H 4.3840 0.0422 2.8509 0.18 0.10 -0.05
H 3.9621 -1.3767 3.8112 0.08 -0.16 0.10
H 3.0879 0.1434 4.0334 -0.06 0.09 0.11
H 0.5606 -1.8302 2.2156 0.26 -0.16 0.30
H 1.0838 -1.3034 3.8308 -0.08 0.05 0.06
H 1.7791 -2.7562 3.1252 0.05 -0.10 0.03
Se -2.4982 0.1511 0.6564 -1.27 0.34 0.59
Se -3.4608 -1.6676 -0.3885 0.15 -0.51 -0.41
Te -1.4945 -3.3324 -0.7214 -0.22 0.51 0.27
Se 0.3400 -1.6906 -1.1769 0.25 -1.00 -1.01
```
Forces are in eV/Å.


No. 2
C34H32BiN4O6S3Sb2 | the ωB97M-V functional and the def2-TZVPD basis

Frontier orbital gap, eV: 7.305
E_HOMO, eV: -5.13
LUMO, eV: 2.18
Total charge: -1
Energy, Eh: -3875.07104
ΔE to the lowest compared entry with this formula, charge and spin, kcal per mole: 8.02
Maximum force, eV/Å: 0.1

The geometry in XYZ format:
```
82
Properties=species:S:1:pos:R:3:forces:R:3
Bi 0.8331 -0.3598 0.4229 0.13 -0.05 0.01
C -0.7235 -2.4359 5.2203 0.03 0.02 0.01
Sb -1.1543 -1.7909 3.2167 -0.03 -0.01 0.01
C -0.1647 -3.4422 2.2721 0.00 0.01 0.00
C -3.1420 -2.6953 3.1272 -0.02 0.02 0.01
C -4.2093 -1.6601 3.2973 0.02 -0.02 0.00
C -4.4800 -1.1812 4.5793 -0.01 0.02 0.01
C -5.3948 -0.1654 4.8039 0.02 -0.02 0.01
C -6.0661 0.3930 3.7271 -0.01 0.00 -0.02
C -5.8190 -0.0841 2.4500 -0.01 0.01 0.02
C -4.9031 -1.1083 2.2063 0.02 0.00 -0.01
C -4.6832 -1.5709 0.7998 -0.04 -0.03 -0.03
Sb -2.7855 -0.9045 -0.0724 -0.06 0.04 0.05
C -3.0848 1.1410 0.4923 0.00 -0.03 0.02
C -3.5623 -0.6676 -2.0528 0.03 0.01 -0.03
H -0.9339 -3.4996 5.3302 -0.01 0.00 -0.01
H -1.3195 -1.8682 5.9343 0.00 0.00 0.00
H 0.3321 -2.2519 5.4193 0.00 0.00 0.01
H -0.5088 -4.3749 2.7193 0.01 -0.01 -0.01
H 0.9121 -3.3434 2.4086 0.00 0.00 0.00
H -0.3879 -3.4513 1.2045 0.00 0.00 0.00
H -3.1740 -3.4313 3.9323 0.00 0.00 0.00
H -3.2103 -3.2259 2.1791 0.01 0.00 0.00
H -3.9489 -1.6187 5.4187 0.00 0.00 0.00
H -5.5797 0.1867 5.8109 0.00 0.00 0.00
H -6.7827 1.1903 3.8792 0.00 0.00 0.00
H -6.3550 0.3416 1.6089 0.00 0.00 0.00
H -5.4693 -1.1820 0.1506 -0.01 0.01 0.01
H -4.7072 -2.6605 0.7300 0.02 0.01 -0.01
H -4.1277 1.4164 0.3322 0.00 0.02 0.00
H -2.4339 1.7618 -0.1217 0.00 0.00 0.00
H -2.8344 1.2798 1.5441 0.01 0.01 -0.01
H -4.4860 -0.0893 -2.0261 0.00 0.00 0.01
H -3.7506 -1.6367 -2.5128 0.00 0.00 0.00
H -2.8114 -0.1362 -2.6365 -0.01 -0.01 -0.01
O 5.2866 -0.6896 -4.0317 0.00 0.00 -0.01
C 4.4874 -0.6622 -3.1377 0.02 -0.01 0.03
C 4.1481 0.5405 -2.2508 -0.03 -0.01 0.01
O 4.6449 1.6399 -2.3115 0.00 0.01 -0.01
C 3.1035 0.0477 -1.3561 0.03 0.00 -0.03
C 2.7763 -1.2745 -1.6032 -0.03 0.00 0.01
O 1.8617 -1.8748 -0.9080 0.00 0.00 0.00
C 3.6079 -1.8288 -2.6761 0.01 0.03 0.00
O 3.6322 -2.9568 -3.1123 0.00 -0.01 -0.01
O 2.4961 0.7269 -0.4127 -0.05 0.02 0.00
O -0.3409 0.4167 -1.3181 0.02 0.02 -0.03
C -0.0176 1.4818 -2.0308 -0.01 -0.03 0.05
C 0.0334 1.3874 -3.4307 0.00 0.02 -0.03
C 0.3578 2.4774 -4.2110 0.00 -0.02 0.01
C 0.6504 3.7071 -3.6253 0.00 0.02 0.00
C 0.6061 3.8181 -2.2510 -0.01 0.00 0.01
C 0.2642 2.7320 -1.4409 0.00 0.03 -0.01
C 0.2188 2.9025 0.0096 0.02 -0.05 -0.05
N 0.4042 1.9827 0.9414 -0.03 -0.01 0.05
C 0.3011 2.6020 2.1660 0.00 -0.03 -0.01
C 0.0398 3.9183 1.9761 -0.01 0.02 0.01
N -0.0120 4.0936 0.6102 0.00 0.00 0.00
H -0.1688 0.4197 -3.8725 0.00 0.00 0.01
H 0.4074 2.3665 -5.2872 0.00 0.00 0.00
H 0.9408 4.5531 -4.2329 0.00 0.00 0.00
H 0.8914 4.7574 -1.7897 0.00 0.00 0.00
H 0.4519 2.0531 3.0799 0.00 0.00 0.00
H -0.1045 4.7287 2.6669 0.00 0.00 0.00
H -0.2143 4.9481 0.1236 0.00 0.00 0.00
S 7.0761 2.0966 1.0194 0.04 0.04 0.00
C 5.8542 1.0503 1.4123 -0.05 -0.03 -0.01
S 4.4768 1.5648 2.3385 -0.03 -0.02 0.03
C 3.7770 -0.0262 2.2359 0.09 0.05 -0.07
N 4.5046 -0.8589 1.5778 -0.03 -0.02 0.02
N 5.6652 -0.2644 1.1181 0.02 -0.01 -0.01
C 6.4844 -1.1044 0.2990 -0.01 0.00 0.00
C 7.8504 -0.8916 0.1664 0.00 0.01 0.01
C 8.5898 -1.7224 -0.6639 0.00 -0.01 -0.01
C 7.9851 -2.7575 -1.3579 0.00 0.00 0.00
C 6.6248 -2.9811 -1.1977 0.01 -0.01 -0.01
C 5.8762 -2.1685 -0.3642 -0.01 0.02 0.01
S 2.2303 -0.3806 2.9292 -0.07 0.00 0.02
H 8.3248 -0.0794 0.6906 0.00 -0.01 0.00
H 9.6523 -1.5439 -0.7718 0.00 0.00 0.00
H 8.5666 -3.3852 -2.0209 0.00 0.00 0.00
H 6.1286 -3.7775 -1.7369 0.00 0.00 0.00
H 4.8241 -2.3551 -0.2156 -0.01 0.00 0.00
```
Forces are in eV/Å.


No. 3
C5H14N2 | the ωB97M-V functional and the def2-TZVPD basis

Frontier orbital gap, eV: 8.885
E_HOMO, eV: -18.63
LUMO, eV: -9.74
Total charge: +2
Energy, Eh: -307.66213
ΔE to the lowest compared entry with this formula, charge and spin, kcal per mole: 79.28
Maximum force, eV/Å: 4.7

The geometry in XYZ format:
```
21
Properties=species:S:1:pos:R:3:forces:R:3
C -1.6524 1.0324 -0.6524 0.26 -2.47 0.40
C -0.2736 0.6951 -0.1683 -0.98 2.44 -3.95
C 0.5179 -0.4533 -0.6932 0.57 1.56 1.27
C 0.4254 -1.2083 0.6595 1.24 -0.60 -1.54
C 1.4121 -1.6263 1.4235 1.25 -0.35 0.09
N -0.9152 -1.6063 1.0951 -1.08 -1.46 1.03
N 0.7995 2.5835 -1.4104 -0.43 0.22 1.20
H -2.2052 0.0725 -0.6045 0.03 -0.27 0.12
H -1.7531 1.1192 -1.7419 0.27 0.72 0.26
H -2.2489 1.6326 0.0099 0.14 1.05 -0.22
H -0.0161 1.1857 0.7318 0.82 0.29 0.94
H 1.5825 -0.1143 -0.9196 -1.23 -0.70 0.71
H 0.1079 -0.8655 -1.6229 -0.13 -0.36 0.55
H 1.2224 -2.2442 2.2590 -0.72 -0.46 1.12
H 2.5082 -1.5824 1.3719 -0.55 0.71 -0.95
H -0.7972 -2.1850 1.9377 0.07 0.26 0.25
H -1.6170 -0.8969 1.3652 0.40 -0.02 -0.32
H -1.3720 -2.2965 0.4876 -0.09 0.32 -0.59
H 0.9323 2.6683 -2.4454 0.65 -0.45 1.33
H 0.2383 3.4050 -1.1825 -0.35 -0.17 -0.05
H 1.6051 2.7293 -0.7628 -0.13 -0.25 -1.63
```
Forces are in eV/Å.